Formula: C14H20N2O3S
Source: the Open Molecules 2025 dataset
Level of theory: ωB97M-V/def2-TZVPD

Results
HOMO = -8.31 eV
Net charge = 0
Frontier orbital gap = 8.43 eV
Energy relative to the best compared isomer or geometry (same formula, charge and spin) = 210.8 kcal per mole
E_LUMO = 0.1 eV

Each line ends with the Löwdin charge.
Element x y z (Å)
C: 0.47560 0.55916 1.04861  -0.335
C: -0.39309 0.58817 -0.18818  -0.515
C: -0.13973 1.50266 2.16677  -0.114
C: 0.75870 1.23576 3.27146  -0.295
C: 0.76234 0.08759 4.13173  -0.051
C: 1.65624 2.29159 3.55705  -0.069
C: 1.69082 -0.05374 5.19364  -0.128
C: 2.54199 2.15613 4.63952  -0.066
C: 2.68799 0.93327 5.48081  -0.047
C: -0.68759 0.32279 -2.71330  -0.135
C: -1.68934 1.24324 -3.06001  -0.558
C: -1.64972 -0.90103 -2.51056  -0.209
C: -2.13629 -1.64970 -3.81262  -0.563
C: -0.55621 -3.85249 -4.58712  -0.535
H: 2.59269 -0.42618 1.08672  0.231
H: 2.28726 1.46352 0.89251  0.081
H: 0.43778 -0.60307 1.39618  0.190
H: -0.23990 2.60171 1.71049  0.167
H: -1.23432 1.35298 2.26523  0.126
H: 0.12658 -0.89877 4.04098  0.141
H: 1.61800 3.29685 2.96238  0.146
H: 1.79504 -1.10114 5.66432  0.119
H: 3.16074 2.99466 4.85073  0.073
H: 3.26140 0.52405 6.31803  0.091
H: 1.16004 0.29518 -1.32930  0.150
H: -0.07427 -0.01410 -3.49123  0.107
H: -1.18686 -1.82421 -1.97276  0.129
H: -2.54353 -0.64517 -1.70228  0.160
H: -2.33858 -0.74869 -4.47409  0.062
H: -3.13358 -2.32163 -3.76108  0.143
H: -1.51100 -4.12463 -3.93096  0.049
H: -0.34197 -4.37927 -5.88113  0.160
H: 0.32761 -3.86141 -3.75517  0.061
H: -2.49052 1.31060 -1.23066  0.186
N: 1.86781 0.53864 0.68118  -0.019
N: 0.19446 0.76835 -1.38045  0.166
O: -1.58629 0.47055 -0.13659  0.029
O: -1.63346 1.65075 -4.19928  0.116
O: -2.85641 1.46052 -2.32008  -0.001
S: -0.98045 -2.24348 -4.92154  0.756